1.
2 unconnected molecules or ions with the total composition C4H5BrO2 in a non-equilibrium geometry, computed with wB97M-V/def2-TZVPD.

Each atom is followed by the atoms it is bonded to, with distances in Å.
CARTESIAN COORDINATES (ANGSTROEM)
1 C -1.007 0.405 -0.935  C4 1.405, O5 1.239, H8 1.149
2 C -0.355 -1.690 0.736  O6 1.152, H9 1.116
3 C 1.254 0.661 -0.030  C4 1.442, H10 1.058, H11 1.063, H12 1.139
4 C -0.174 0.655 0.168  C1 1.405, C3 1.442, Br7 1.843
5 O -0.530 0.095 -2.035  C1 1.239
6 O 0.686 -2.161 0.596  C2 1.152
7 Br -1.114 1.524 1.494  C4 1.843
8 H -2.127 0.225 -0.751  C1 1.149
9 H -1.449 -1.833 0.900  C2 1.116
10 H 1.618 1.332 0.703  C3 1.058
11 H 1.382 1.102 -0.989  C3 1.063
12 H 1.815 -0.316 0.144  C3 1.139

Here are the Löwdin charges for atoms 1 to 8, given in e: number 1, C, carries -0.44; number 2, C, carries 0.02; number 3, C, carries -0.13; number 4, C, carries -0.84; number 5, O, carries -0.01; number 6, O, carries 0.13; number 7, Br, carries 0.77; number 8, H, carries 0.12

2.
6 unconnected molecules or ions with the total composition C42H92N4O6 in a non-equilibrium geometry, computed with wB97M-V/def2-TZVPD.

Each atom is followed by the atoms it is bonded to, with distances in Å.
CARTESIAN COORDINATES (ANGSTROEM)
1 C -23.727 -11.757 -8.239  C2 1.528, H5 1.090, H6 1.090, H7 1.090
2 C -23.531 -11.852 -9.752  C1 1.528, C3 1.522, O4 1.421, H8 1.090
3 C -22.919 -13.133 -10.301  C2 1.522, H9 1.090, H10 1.090, H11 1.090
4 O -24.806 -11.668 -10.350  C2 1.421, H12 0.960
5 H -24.434 -10.956 -8.023  C1 1.090
6 H -22.848 -11.416 -7.693  C1 1.090
7 H -24.082 -12.626 -7.685  C1 1.090
8 H -22.846 -11.027 -9.947  C2 1.090
9 H -21.841 -13.213 -10.165  C3 1.090
10 H -23.290 -13.470 -11.269  C3 1.090
11 H -23.442 -13.868 -9.689  C3 1.090
12 H -25.349 -12.440 -10.174  O4 0.960
13 C -26.511 -8.131 -10.215  C14 1.553, H17 1.090, H18 1.090, H19 1.090
14 C -25.440 -7.525 -9.268  C13 1.553, C15 1.473, O16 1.426, H20 1.090
15 C -24.533 -6.623 -9.999  C14 1.473, H21 1.090, H22 1.090, H23 1.090
16 O -26.230 -6.846 -8.296  C14 1.426, H24 0.960
17 H -27.016 -7.271 -10.654  C13 1.090
18 H -27.192 -8.809 -9.701  C13 1.090
19 H -25.999 -8.649 -11.026  C13 1.090
20 H -24.910 -8.369 -8.825  C14 1.090
21 H -24.959 -6.067 -10.834  C15 1.090
22 H -23.684 -7.175 -10.402  C15 1.090
23 H -24.364 -5.756 -9.360  C15 1.090
24 H -26.889 -7.345 -7.807  O16 0.960
25 C -12.786 -9.288 -14.847  C26 1.547, H36 1.090, H37 1.090, H38 1.090
26 C -13.058 -8.957 -13.360  C25 1.547, C27 1.593, N31 1.474, C35 1.555
27 C -12.084 -7.801 -12.859  C26 1.593, C28 1.509, H39 1.090, H40 1.090
28 C -12.361 -6.405 -13.359  C27 1.509, C29 1.491, H41 1.090, H42 1.090
29 C -13.766 -5.906 -13.303  C28 1.491, C30 1.550, H43 1.090, H44 1.090
30 C -14.772 -7.010 -13.716  C29 1.550, N31 1.510, C33 1.568, C34 1.591
31 N -14.416 -8.398 -13.238  C26 1.474, C30 1.510, O32 1.417
32 O -15.515 -9.281 -13.379  N31 1.417, H54 0.960
33 C -16.063 -6.640 -12.906  C30 1.568, H45 1.090, H46 1.090, H47 1.090
34 C -15.006 -6.932 -15.287  C30 1.591, H48 1.090, H49 1.090, H50 1.090
35 C -12.844 -10.157 -12.394  C26 1.555, H51 1.090, H52 1.090, H53 1.090
36 H -12.446 -8.518 -15.539  C25 1.090
37 H -13.599 -9.870 -15.280  C25 1.090
38 H -11.892 -9.912 -14.827  C25 1.090
39 H -12.230 -7.780 -11.779  C27 1.090
40 H -11.064 -8.050 -13.153  C27 1.090
41 H -12.122 -6.363 -14.421  C28 1.090
42 H -11.598 -5.708 -13.012  C28 1.090
43 H -13.788 -5.119 -14.056  C29 1.090
44 H -13.926 -5.572 -12.278  C29 1.090
45 H -15.913 -6.713 -11.829  C33 1.090
46 H -16.340 -5.630 -13.209  C33 1.090
47 H -16.945 -7.232 -13.151  C33 1.090
48 H -14.086 -7.195 -15.809  C34 1.090
49 H -15.818 -7.617 -15.529  C34 1.090
50 H -15.336 -5.910 -15.474  C34 1.090
51 H -11.813 -10.485 -12.266  C35 1.090
52 H -13.395 -11.009 -12.793  C35 1.090
53 H -13.363 -9.903 -11.470  C35 1.090
54 H -15.849 -9.557 -12.522  O32 0.960
55 C -15.898 -14.812 -9.470  C56 1.521, H66 1.090, H67 1.090, H68 1.090
56 C -14.819 -13.941 -8.845  C55 1.521, C57 1.543, N61 1.489, C65 1.493
57 C -15.600 -13.370 -7.644  C56 1.543, C58 1.500, H69 1.090, H70 1.090
58 C -15.662 -14.143 -6.359  C57 1.500, C59 1.549, H71 1.090, H72 1.090
59 C -14.219 -14.625 -6.067  C58 1.549, C60 1.528, H73 1.090, H74 1.090
60 C -13.512 -15.482 -7.116  C59 1.528, N61 1.501, C63 1.593, C64 1.527
61 N -13.584 -14.588 -8.320  C56 1.489, C60 1.501, O62 1.331
62 O -12.793 -14.968 -9.321  N61 1.331, H84 0.960
63 C -11.994 -15.609 -6.648  C60 1.593, H75 1.090, H76 1.090, H77 1.090
64 C -14.241 -16.798 -7.375  C60 1.527, H78 1.090, H79 1.090, H80 1.090
65 C -14.444 -12.830 -9.769  C56 1.493, H81 1.090, H82 1.090, H83 1.090
66 H -15.493 -15.453 -10.253  C55 1.090
67 H -16.671 -14.217 -9.955  C55 1.090
68 H -16.437 -15.475 -8.793  C55 1.090
69 H -15.213 -12.373 -7.434  C57 1.090
70 H -16.580 -12.913 -7.781  C57 1.090
71 H -16.418 -14.903 -6.556  C58 1.090
72 H -16.042 -13.493 -5.571  C58 1.090
73 H -14.094 -15.196 -5.147  C59 1.090
74 H -13.642 -13.722 -5.867  C59 1.090
75 H -11.498 -14.673 -6.392  C63 1.090
76 H -11.807 -16.163 -5.728  C63 1.090
77 H -11.260 -15.988 -7.359  C63 1.090
78 H -14.252 -17.418 -6.479  C64 1.090
79 H -15.257 -16.712 -7.760  C64 1.090
80 H -13.881 -17.426 -8.190  C64 1.090
81 H -15.288 -12.396 -10.306  C65 1.090
82 H -13.910 -13.209 -10.641  C65 1.090
83 H -13.743 -12.123 -9.326  C65 1.090
84 H -12.159 -14.258 -9.195  O62 0.960
85 C -19.083 -13.580 -1.910  C86 1.596, H96 1.090, H97 1.090, H98 1.090
86 C -19.202 -12.244 -2.774  C85 1.596, C87 1.551, N91 1.495, C95 1.582
87 C -18.423 -12.412 -4.105  C86 1.551, C88 1.546, H99 1.090, H100 1.090
88 C -19.164 -13.184 -5.220  C87 1.546, C89 1.554, H101 1.090, H102 1.090
89 C -20.493 -12.416 -5.468  C88 1.554, C90 1.611, H103 1.090, H104 1.090
90 C -21.448 -12.279 -4.178  C89 1.611, N91 1.475, C93 1.577, C94 1.510
91 N -20.636 -11.890 -3.011  C86 1.495, C90 1.475, O92 1.352
92 O -21.381 -11.751 -1.891  N91 1.352, H114 0.960
93 C -22.546 -11.168 -4.395  C90 1.577, H105 1.090, H106 1.090, H107 1.090
94 C -22.218 -13.544 -3.889  C90 1.510, H108 1.090, H109 1.090, H110 1.090
95 C -18.605 -10.922 -2.144  C86 1.582, H111 1.090, H112 1.090, H113 1.090
96 H -18.403 -14.309 -2.351  C85 1.090
97 H -19.957 -14.195 -1.692  C85 1.090
98 H -18.615 -13.338 -0.956  C85 1.090
99 H -18.269 -11.472 -4.635  C87 1.090
100 H -17.403 -12.770 -3.966  C87 1.090
101 H -19.329 -14.215 -4.909  C88 1.090
102 H -18.597 -13.177 -6.151  C88 1.090
103 H -20.969 -13.014 -6.245  C89 1.090
104 H -20.484 -11.515 -6.080  C89 1.090
105 H -22.077 -10.261 -4.776  C93 1.090
106 H -23.381 -11.533 -4.993  C93 1.090
107 H -23.077 -10.987 -3.460  C93 1.090
108 H -21.558 -14.317 -3.496  C94 1.090
109 H -23.036 -13.460 -3.173  C94 1.090
110 H -22.719 -13.990 -4.748  C94 1.090
111 H -17.588 -11.174 -1.844  C95 1.090
112 H -19.074 -10.634 -1.203  C95 1.090
113 H -18.566 -10.021 -2.757  C95 1.090
114 H -21.448 -10.796 -1.963  O92 0.960
115 C -17.824 -9.963 -10.166  C116 1.546, H126 1.090, H127 1.090, H128 1.090
116 C -17.845 -8.588 -9.461  C115 1.546, C117 1.543, N121 1.533, C125 1.588
117 C -18.313 -7.469 -10.414  C116 1.543, C118 1.517, H129 1.090, H130 1.090
118 C -19.809 -7.256 -10.549  C117 1.517, C119 1.543, H131 1.090, H132 1.090
119 C -20.352 -7.053 -9.119  C118 1.543, C120 1.593, H133 1.090, H134 1.090
120 C -20.088 -8.276 -8.133  C119 1.593, N121 1.469, C123 1.547, C124 1.505
121 N -18.662 -8.625 -8.164  C116 1.533, C120 1.469, O122 1.423
122 O -18.333 -9.704 -7.295  N121 1.423, H144 0.960
123 C -20.416 -7.905 -6.667  C120 1.547, H135 1.090, H136 1.090, H137 1.090
124 C -20.947 -9.454 -8.510  C120 1.505, H138 1.090, H139 1.090, H140 1.090
125 C -16.341 -8.196 -9.135  C116 1.588, H141 1.090, H142 1.090, H143 1.090
126 H -18.792 -10.446 -10.300  C115 1.090
127 H -17.423 -9.881 -11.176  C115 1.090
128 H -17.271 -10.593 -9.470  C115 1.090
129 H -17.768 -6.559 -10.165  C117 1.090
130 H -18.013 -7.632 -11.449  C117 1.090
131 H -20.083 -6.358 -11.104  C118 1.090
132 H -20.293 -8.137 -10.970  C118 1.090
133 H -21.410 -6.790 -9.119  C119 1.090
134 H -19.817 -6.231 -8.643  C119 1.090
135 H -20.482 -8.762 -5.997  C123 1.090
136 H -21.375 -7.389 -6.697  C123 1.090
137 H -19.624 -7.286 -6.245  C123 1.090
138 H -20.830 -10.148 -7.677  C124 1.090
139 H -20.641 -10.070 -9.356  C124 1.090
140 H -22.002 -9.187 -8.571  C124 1.090
141 H -15.737 -8.956 -8.640  C125 1.090
142 H -15.756 -7.876 -9.997  C125 1.090
143 H -16.249 -7.368 -8.431  C125 1.090
144 H -17.965 -9.152 -6.601  O122 0.960

Its spin multiplicity is 2. As for the charge: +1.

Here are the Löwdin charges for atoms 1 to 8, given in e: number 1, C, carries -0.07; number 2, C, carries -0.48; number 3, C, carries -0.04; number 4, O, carries -0.05; number 5, H, carries 0.08; number 6, H, carries 0.04; number 7, H, carries 0.07; number 8, H, carries 0.11

no.,E (hartree)
1,-2879.7748
2,-2325.2937